Entry from the Open Molecules 2025 dataset: a 7-piece molecular cluster, C36H68O13Si overall (ωB97M-V/def2-TZVPD).

XYZ file:
```
118
Properties=species:S:1:pos:R:3
C -2.97 -5.57 -0.58
O -1.68 -5.55 0.05
C -0.86 -4.49 -0.48
C -1.08 -3.14 0.35
C -0.39 -1.94 -0.39
Si -0.72 -0.23 0.36
C -2.54 0.35 0.25
C -3.49 -0.69 -0.41
C -3.45 -0.91 -1.85
C -4.32 -1.93 -2.44
C -5.22 -2.70 -1.57
C -5.26 -2.43 -0.13
C -6.20 -3.24 0.84
C -4.40 -1.42 0.48
H -3.31 -4.51 -0.73
H -2.97 -6.07 -1.58
H -3.75 -6.07 0.05
H 0.22 -4.80 -0.43
H -1.21 -4.33 -1.54
H -0.66 -3.33 1.37
H -2.19 -3.04 0.46
H -0.59 -1.92 -1.50
H 0.73 -2.11 -0.30
H 0.06 0.74 -0.45
H -0.19 -0.11 1.74
H -2.61 1.37 -0.22
H -2.90 0.51 1.32
H -2.76 -0.33 -2.52
H -4.33 -2.13 -3.54
H -5.87 -3.50 -2.00
H -7.19 -2.74 0.97
H -5.63 -3.31 1.81
H -6.28 -4.28 0.42
H -4.41 -1.19 1.58
C 2.59 1.07 6.04
C 1.78 0.50 4.89
O 0.84 1.46 4.40
C 1.13 2.41 3.50
C 2.57 2.69 3.17
O 0.25 3.08 3.01
H 3.18 1.93 5.73
H 3.27 0.32 6.44
H 1.93 1.41 6.84
H 2.41 0.12 4.08
H 1.20 -0.35 5.25
H 2.92 3.51 3.78
H 2.64 2.97 2.12
H 3.22 1.83 3.29
C -8.60 -7.59 2.31
C -9.11 -6.20 2.02
O -8.54 -5.67 0.82
C -9.01 -5.91 -0.42
C -10.03 -7.00 -0.61
O -8.57 -5.30 -1.36
H -8.88 -8.29 1.52
H -9.00 -7.96 3.26
H -7.51 -7.59 2.37
H -10.20 -6.15 1.99
H -8.80 -5.53 2.82
H -9.52 -7.92 -0.90
H -10.71 -6.70 -1.42
H -10.66 -7.18 0.26
C 3.43 7.66 1.15
C 2.77 7.08 2.39
O 3.45 5.90 2.83
C 4.54 5.90 3.62
C 5.28 7.19 3.85
O 4.96 4.86 4.08
H 4.46 7.96 1.34
H 2.87 8.53 0.79
H 3.46 6.91 0.36
H 2.69 7.81 3.20
H 1.75 6.78 2.15
H 6.10 7.26 3.13
H 5.69 7.18 4.86
H 4.65 8.07 3.78
C -1.08 -2.60 -5.63
C -1.60 -1.21 -5.92
O -1.05 -0.70 -7.15
C -1.56 -0.96 -8.37
C -2.60 -2.05 -8.51
O -1.14 -0.37 -9.33
H -1.38 -3.31 -6.40
H -1.46 -2.95 -4.66
H 0.01 -2.60 -5.60
H -2.69 -1.15 -5.93
H -1.26 -0.53 -5.14
H -2.10 -2.97 -8.80
H -3.29 -1.76 -9.30
H -3.20 -2.21 -7.62
C 3.45 2.41 -3.31
C 3.33 1.03 -2.69
O 1.96 0.69 -2.44
C 1.14 0.15 -3.35
C 1.55 0.15 -4.80
O 0.05 -0.25 -3.02
H 2.95 2.46 -4.28
H 4.49 2.68 -3.44
H 2.97 3.16 -2.67
H 3.82 0.26 -3.28
H 3.82 1.04 -1.71
H 1.13 1.02 -5.30
H 1.16 -0.75 -5.27
H 2.63 0.12 -4.96
C 9.83 4.36 4.92
C 9.03 3.80 3.76
O 8.09 4.77 3.26
C 8.39 5.72 2.37
C 9.84 6.00 2.04
O 7.51 6.39 1.88
H 10.43 5.22 4.61
H 10.50 3.60 5.32
H 9.16 4.70 5.71
H 9.66 3.42 2.95
H 8.43 2.96 4.11
H 10.19 6.82 2.67
H 9.91 6.29 0.99
H 10.49 5.14 2.17
```

LUMO, eV: 0.539
SMILES string: COCCC[SiH2]Cc1cccc(C)c1.CCOC(C)=O.CCOC(C)=O.CCOC(C)=O.CCOC(C)=O.CCOC(C)=O.CCOC(C)=O
Multiplicity: 1
ΔE to the lowest compared entry with this formula, charge and spin, kcal/mol: 0.0

=====

Entry from the Open Molecules 2025 dataset: a 9-piece molecular cluster, C36H69N3O24 overall (ωB97M-V/def2-TZVPD).

XYZ file:
```
132
Properties=species:S:1:pos:R:3
C -8.01 -3.79 5.10
O -7.11 -4.35 4.16
C -6.22 -3.48 3.42
C -5.56 -4.30 2.33
N -4.66 -3.57 1.50
C -5.40 -2.45 0.81
C -4.22 -1.67 0.11
O -3.57 -0.87 1.11
C -3.21 0.45 0.73
H -7.55 -3.06 5.77
H -8.52 -4.56 5.68
H -8.73 -3.27 4.48
H -5.58 -3.05 4.19
H -6.99 -2.78 3.10
H -6.40 -4.75 1.80
H -5.00 -5.11 2.80
H -4.03 -3.02 2.07
H -6.04 -1.81 1.41
H -6.10 -2.80 0.06
H -4.49 -1.03 -0.73
H -3.58 -2.44 -0.32
H -3.84 1.01 0.04
H -2.25 0.46 0.22
H -3.05 1.08 1.61
C 3.00 3.76 5.03
O 3.27 4.02 3.59
C 2.64 5.22 3.25
C 3.16 5.70 1.89
N 2.71 5.11 0.74
C 1.32 5.22 0.53
C 0.97 4.73 -0.92
O 1.30 5.73 -1.90
C 0.62 5.63 -3.15
H 3.46 2.80 5.25
H 1.94 3.76 5.30
H 3.49 4.55 5.59
H 2.90 5.97 3.99
H 1.55 5.17 3.30
H 4.23 5.61 2.03
H 2.99 6.77 1.80
H 3.13 5.52 -0.08
H 0.91 6.23 0.60
H 0.72 4.68 1.27
H -0.12 4.67 -0.95
H 1.56 3.84 -1.13
H 1.08 4.78 -3.65
H 0.99 6.39 -3.83
H -0.47 5.71 -3.08
C 0.65 1.49 -3.17
O 0.65 0.20 -2.70
C -0.45 -0.61 -2.58
C -0.03 -2.11 -2.28
N 1.01 -2.29 -1.29
C 0.52 -2.22 0.15
C 1.03 -3.47 0.93
O 2.46 -3.09 1.30
C 2.87 -4.03 2.36
H 1.60 2.03 -3.16
H 0.03 2.08 -2.49
H 0.27 1.54 -4.19
H -1.07 -0.54 -3.47
H -1.01 -0.27 -1.71
H 0.30 -2.31 -3.30
H -0.93 -2.72 -2.18
H 1.67 -1.56 -1.55
H -0.56 -2.08 0.18
H 1.04 -1.35 0.57
H 1.09 -4.34 0.28
H 0.41 -3.70 1.80
H 3.93 -3.83 2.53
H 2.70 -5.09 2.15
H 2.39 -3.87 3.32
C -2.68 -5.02 3.50
C -2.68 -6.33 4.22
O -1.34 -6.67 4.22
C -0.65 -5.57 4.21
O 0.57 -5.51 4.44
O -1.43 -4.57 3.90
H -3.47 -4.49 4.03
H -2.77 -5.00 2.41
H -3.18 -7.10 3.63
H -3.04 -6.29 5.25
C 5.39 -2.84 6.20
C 4.04 -2.75 5.64
O 4.13 -1.76 4.67
C 5.26 -1.11 4.73
O 5.44 -0.06 4.07
O 6.05 -1.69 5.73
H 6.03 -3.56 5.70
H 5.45 -2.91 7.29
H 3.39 -2.52 6.48
H 3.61 -3.68 5.27
C -5.09 2.29 -2.65
C -4.51 2.56 -3.99
O -4.00 1.32 -4.42
C -4.05 0.40 -3.56
O -3.78 -0.83 -3.66
O -4.51 1.00 -2.42
H -6.17 2.14 -2.60
H -4.75 2.99 -1.89
H -3.71 3.30 -3.89
H -5.22 2.71 -4.81
C 4.61 -4.29 -0.86
C 3.39 -5.15 -1.21
O 3.96 -6.28 -1.93
C 5.09 -5.89 -2.45
O 5.81 -6.50 -3.27
O 5.48 -4.77 -1.81
H 4.87 -4.34 0.19
H 4.35 -3.26 -1.11
H 2.66 -4.53 -1.73
H 3.00 -5.63 -0.31
C -2.14 5.44 -7.70
C -0.64 4.98 -8.09
O -0.44 3.99 -7.09
C -1.21 4.18 -6.07
O -1.00 3.78 -4.94
O -2.12 5.06 -6.39
H -2.88 4.98 -8.35
H -2.48 6.47 -7.80
H 0.07 5.80 -8.10
H -0.76 4.56 -9.09
C 5.22 3.58 -2.57
C 4.20 4.61 -2.87
O 4.86 5.32 -3.87
C 5.93 4.79 -4.38
O 6.39 5.01 -5.47
O 6.07 3.66 -3.61
H 4.62 2.67 -2.54
H 5.69 3.80 -1.61
H 3.99 5.11 -1.93
H 3.27 4.13 -3.15
```

LUMO (spin up / spin down), eV: -2.195 / -7.486
Multiplicity: 2
Charge: +1

=====

| no. | electronic energy (eV) |
| --- | --- |
| 1 | -72928.416 |
| 2 | -92042.449 |